1.
5 unconnected molecules or ions with the total composition C3H16NO5. Source: the OMol25 dataset; level of theory: ωB97M-V/def2-TZVPD.

Structure (ORCA input):
```
! wB97M-V def2-TZVPD RIJCOSX def2/J DEFGRID3
* xyz -1 1
O 1.79839 0.79984 -0.56439
O -2.53824 1.15182 -0.10471
O -1.64059 -3.31741 -0.59873
O -0.21414 -0.59808 -1.54688
O -0.72388 1.78400 -2.24724
N 0.24281 -1.76682 1.22758
C 0.41467 0.78350 1.34944
C 1.02614 -0.55512 1.72119
C 1.37088 1.64079 0.39927
H -0.63214 -1.44016 0.83917
H 1.19107 -0.44972 2.77104
H -1.38849 -2.59145 -1.20883
H 2.07320 -0.72571 1.49737
H 0.36080 1.43033 2.28536
H -1.08368 -3.34854 0.21098
H 2.37970 1.66993 0.95156
H 0.25798 2.01080 -2.25350
H -2.00745 1.80498 -0.65603
H -0.46794 0.90103 -1.72062
H -0.61601 0.72761 1.09277
H 0.94473 0.18171 -0.98482
H 0.54605 -2.32265 0.47186
H 1.20877 2.63932 -0.06408
H -0.22593 -0.75916 -2.36989
H -2.27670 0.34916 -0.49785
*
```

Properties
Molar mass (g/mol): 146.16
Electronic energy (eV): -15097.255
HOMO level (eV): -5.41
Gap between HOMO and LUMO (eV): 9.2
Strongest force on any atom (eV/A): 10.36

Atomic partial charges in e from the natural (NBO) method, atoms 1 to 2: O -0.8400; O -0.9812

=====

2.
5 unconnected molecules or ions with the total composition C3H16O4. Source: the OMol25 dataset; level of theory: ωB97M-V/def2-TZVPD.

Structure (ORCA input):
```
! wB97M-V def2-TZVPD RIJCOSX def2/J DEFGRID3
* xyz 0 1
O -2.21316 1.81247 1.91488
O -2.77144 0.26519 -0.92199
O -0.50590 0.45579 -2.66721
O 3.09787 1.26215 -2.14825
C 0.81193 -1.48028 2.04514
C 0.31417 -0.41895 1.06754
C 1.76428 -2.49962 1.45555
H -3.69463 0.37436 -0.65888
H -0.40936 1.38976 -2.44823
H -2.00172 1.08497 1.31771
H -0.03417 -0.91206 0.15114
H -2.92971 1.44227 2.44023
H 2.79164 -2.18677 1.23950
H 1.26278 -0.97300 2.90482
H 2.64029 0.43259 -1.95619
H 2.37978 1.89954 -2.19743
H 1.34730 -2.92561 0.54571
H -0.01186 -2.03173 2.49154
H -2.56318 1.20005 -1.08543
H -0.61745 0.04074 1.37829
H 0.04282 0.40171 -3.45905
H 1.13410 0.27643 0.90389
H 1.93981 -3.28951 2.19560
*
```

Properties
SMILES string: CCC.O.O.O.O
Molar mass (g/mol): 116.16
Electronic energy (eV): -11560.024
HOMO level (eV): -11.21
Gap between HOMO and LUMO (eV): 11.5
Strongest force on any atom (eV/A): 1.24

Atomic partial charges in e from the natural (NBO) method, atoms 1 to 2: O -0.9396; O -0.9243

=====

3.
5 unconnected molecules or ions with the total composition C3H16O4S. Source: the OMol25 dataset; level of theory: ωB97M-V/def2-TZVPD.

Structure (ORCA input):
```
! wB97M-V def2-TZVPD RIJCOSX def2/J DEFGRID3
* xyz 0 1
S -0.72621 0.12818 -3.44692
O -0.61181 -0.50463 2.71846
O 1.88115 -2.48318 3.73462
O 2.28120 2.02097 2.60622
O -0.57782 -2.34681 0.66527
C 0.78568 0.41280 -1.16342
C -1.77995 1.36840 -4.29212
C -0.55723 0.76271 -1.77147
H -0.86363 1.79871 -1.59687
H -2.84577 1.34068 -4.07370
H 1.62279 0.64988 -1.82201
H 0.99673 0.91015 -0.21599
H 0.82349 -0.66661 -1.01107
H -0.44341 -0.15876 1.84272
H 1.78354 1.86965 3.41116
H 1.69624 2.17550 1.86373
H 2.02973 -2.83645 4.61702
H -1.54441 -0.58184 2.91676
H 1.32098 -1.71132 3.87902
H -1.50115 2.37320 -3.99638
H -1.35659 0.27571 -1.19477
H -1.51308 1.02482 -5.27376
H -0.79718 -3.12694 0.17310
H -0.10329 -2.69481 1.43040
*
```

Properties
SMILES string: CCSC.O.O.O.O
Molar mass (g/mol): 148.22
Electronic energy (eV): -22395.183
HOMO level (eV): -8.41
Gap between HOMO and LUMO (eV): 8.8
Strongest force on any atom (eV/A): 1.77

Atomic partial charges in e from the natural (NBO) method, atoms 1 to 2: S 0.1779; O -0.9702

=====

4.
6 unconnected molecules or ions with the total composition C3H16O5. Source: the OMol25 dataset; level of theory: ωB97M-V/def2-TZVPD.

Structure (ORCA input):
```
! wB97M-V def2-TZVPD RIJCOSX def2/J DEFGRID3
* xyz 0 1
O -2.22569 -0.45469 0.65492
O 1.06815 -0.44504 2.75294
O -0.90908 1.38654 2.24420
O -2.01818 0.62019 -1.87439
O -0.87600 -1.92067 1.60534
C 1.27807 0.02459 -1.18600
C 1.04468 1.29787 -0.90495
C 2.04083 -0.45871 -2.37328
H 2.71278 -1.28767 -2.14689
H -1.77085 0.04723 1.34730
H 0.62057 -1.24593 2.41913
H 2.67737 0.33375 -2.76166
H -0.91413 2.27502 2.60062
H 1.88569 -0.34348 2.26041
H 1.21836 2.11414 -1.60517
H -0.04070 1.02857 2.53916
H -2.56453 0.17719 0.00105
H 0.74519 -0.78951 -0.69587
H -0.99039 -2.82063 1.93878
H 0.74738 1.63184 0.07889
H -1.05479 0.58267 -2.02418
H -2.43282 0.68267 -2.73953
H 1.40508 -0.74625 -3.21947
H -1.64700 -1.68968 1.08864
*
```

Properties
SMILES string: C=CC.O.O.O.O.O
Molar mass (g/mol): 132.16
Electronic energy (eV): -13607.197
HOMO level (eV): -9.61
Gap between HOMO and LUMO (eV): 10.3
Strongest force on any atom (eV/A): 3.78

Atomic partial charges in e from the natural (NBO) method, atoms 1 to 2: O -0.9921; O -0.9827

=====

5.
A molecular structure, C3H17B2ClCrN3O10. Source: the OMol25 dataset; level of theory: ωB97M-V/def2-TZVPD.

Structure (ORCA input):
```
! wB97M-V def2-TZVPD RIJCOSX def2/J DEFGRID3
* xyz -1 5
Cr 19.27497 -15.75573 12.74163
Cl 19.11859 -14.36417 9.27378
O 17.30612 -16.49794 12.30731
O 17.77867 -14.84753 9.49877
O 15.85489 -13.54798 13.41933
O 17.92929 -13.90532 12.91369
O 19.85628 -15.22111 8.39041
O 15.15586 -16.57409 12.79907
O 18.75579 -16.37600 15.04823
O 19.20651 -13.02376 8.87407
O 17.84928 -14.68034 16.05587
O 19.78717 -14.64072 10.52895
N 16.99644 -13.21795 13.27552
N 18.69364 -15.55335 16.00968
N 16.14236 -16.90509 12.13557
C 19.77729 -15.56948 17.03372
C 16.00836 -17.99136 11.09827
C 17.12661 -11.70500 13.26282
B 19.99374 -17.84063 12.08489
B 21.09299 -14.76166 13.67831
H 21.01843 -17.97463 11.77456
H 21.04887 -15.03546 12.63555
H 19.92489 -17.52589 13.11467
H 16.21389 -11.13460 13.43509
H 15.20956 -18.69164 11.34247
H 18.00312 -11.45510 13.86063
H 20.58724 -15.08528 16.48813
H 19.38697 -17.31458 11.36422
H 17.27301 -11.50884 12.20066
H 21.64930 -13.83852 13.62764
H 19.40771 -14.95164 17.85212
H 15.67531 -17.40072 10.24485
H 21.67984 -15.41609 14.30406
H 20.08095 -14.59274 14.01221
H 16.92935 -18.55993 10.96945
H 19.51768 -18.80882 12.07099
H 20.19831 -16.53142 17.32611
*
```

Properties
Molar mass (g/mol): 364.25
Electronic energy (eV): -70609.382
HOMO level (alpha / beta) (eV): -5.26 / -5.93
Gap between HOMO and LUMO (alpha / beta) (eV): 7.3 / 7.9
Strongest force on any atom (eV/A): 5.04

Atomic partial charges in e from the natural (NBO) method, atoms 1 to 2: Cr 1.2039; Cl 2.5848